Entry from the OMol25 dataset: an isolated molecule of C16H23N3O2S (ωB97M-V/def2-TZVPD).

gap between HOMO and LUMO: 8.6 eV
energy: -1336.4246 a.u.
molar mass: 321.45 Da
highest occupied orbital energy: -7.845 eV
SMILES: CCCCOC[C@H](O)CCc1n[nH]c(=S)n1-c1ccccc1

```
! wB97M-V def2-TZVPD RIJCOSX def2/J DEFGRID3
* xyz 0 1
C -4.10 -1.80 0.17
C -4.92 -0.63 -0.37
C -4.37 -0.05 -1.67
C -3.01 0.62 -1.51
O -3.12 1.65 -0.55
C -1.99 2.48 -0.42
C -0.84 1.74 0.30
O -1.36 0.98 1.36
C 0.19 2.73 0.84
C 1.34 2.01 1.56
C 2.24 1.33 0.59
N 3.23 1.93 0.00
N 3.76 1.03 -0.85
C 3.10 -0.16 -0.81
S 3.43 -1.51 -1.68
N 2.11 0.04 0.14
C 1.18 -0.94 0.53
C 1.05 -1.30 1.87
C 0.13 -2.26 2.23
C -0.65 -2.87 1.27
C -0.51 -2.53 -0.06
C 0.40 -1.56 -0.44
H -4.02 -2.58 -0.59
H -3.10 -1.49 0.45
H -4.59 -2.22 1.05
H -5.94 -0.96 -0.55
H -4.95 0.17 0.38
H -5.07 0.70 -2.04
H -4.28 -0.84 -2.42
H -2.26 -0.12 -1.20
H -2.68 1.04 -2.47
H -1.66 2.85 -1.40
H -2.33 3.32 0.19
H -0.35 1.07 -0.42
H -2.31 0.87 1.19
H 0.58 3.34 0.03
H -0.31 3.39 1.56
H 0.90 1.29 2.24
H 1.93 2.74 2.11
H 4.56 1.25 -1.42
H 1.69 -0.84 2.61
H 0.03 -2.53 3.27
H -1.37 -3.62 1.56
H -1.11 -3.02 -0.82
H 0.53 -1.30 -1.48
*
```

Let us look at the Löwdin charges, expressed in e, one per atom: atom 1 (C): -0.10, atom 2 (C): -0.25, atom 3 (C): -0.18, atom 4 (C): -0.21, atom 5 (O): -0.15, atom 6 (C): -0.16, atom 7 (C): -0.37, atom 8 (O): -0.01, atom 9 (C): -0.12, atom 10 (C): -0.10, atom 11 (C): -0.29, atom 12 (N): 0.12, atom 13 (N): 0.02, atom 14 (C): -0.83, atom 15 (S): 0.61, atom 16 (N): 0.05, atom 17 (C): -0.24, atom 18 (C): -0.01, atom 19 (C): -0.07, atom 20 (C): -0.08, atom 21 (C): -0.08, atom 22 (C): -0.05, atom 23 (H): 0.08, atom 24 (H): 0.04, atom 25 (H): 0.07, atom 26 (H): 0.11, atom 27 (H): 0.10, atom 28 (H): 0.11, atom 29 (H): 0.12, atom 30 (H): 0.11, atom 31 (H): 0.13, atom 32 (H): 0.14, atom 33 (H): 0.14, atom 34 (H): 0.13, atom 35 (H): 0.09, atom 36 (H): 0.13, atom 37 (H): 0.12, atom 38 (H): 0.10, atom 39 (H): 0.12, atom 40 (H): 0.15, atom 41 (H): 0.12, atom 42 (H): 0.11, atom 43 (H): 0.11, atom 44 (H): 0.11, atom 45 (H): 0.10

=====

Entry from the OMol25 dataset: C48H52BrIN4O3Sc as an isolated structure (ωB97M-V/def2-TZVPD).

gap between HOMO and LUMO: 6.4 eV
energy: -5937.6121 a.u.
molar mass: 984.73 Da
highest occupied orbital energy: -4.488 eV

```
! wB97M-V def2-TZVPD RIJCOSX def2/J DEFGRID3
* xyz -1 1
Sc 2.69 -11.74 17.86
C -0.24 -11.41 16.10
N 0.70 -12.54 16.21
C 1.13 -12.93 14.83
C 0.23 -13.64 17.09
C -0.33 -14.80 16.58
C -0.66 -15.82 17.46
C -0.46 -15.68 18.84
C 0.05 -14.48 19.32
C 0.33 -13.41 18.44
N 0.81 -12.16 18.87
C 0.29 -11.53 19.94
C -0.80 -12.02 20.65
C -1.27 -11.27 21.77
C -0.68 -10.05 22.17
C 0.33 -9.51 21.34
C 0.78 -10.23 20.27
N 1.75 -9.67 19.36
C 2.86 -8.94 20.09
C 1.05 -8.70 18.51
H -1.02 -11.63 15.36
H -0.75 -11.23 17.11
H 0.26 -10.46 15.86
H 0.24 -13.04 14.15
H 1.78 -12.09 14.53
H 1.74 -13.83 14.83
H -0.41 -14.98 15.49
H -0.90 -16.84 17.07
H -0.54 -16.53 19.52
H 0.35 -14.34 20.33
H -1.26 -12.92 20.31
H -2.04 -11.71 22.41
H -1.00 -9.67 23.14
H 0.73 -8.50 21.58
H 3.55 -8.57 19.44
H 2.52 -8.09 20.68
H 3.41 -9.70 20.64
H 0.68 -7.89 19.16
H 1.74 -8.21 17.83
H 0.22 -9.17 17.95
C 6.23 -10.45 22.83
C 6.05 -9.44 21.87
C 5.97 -9.94 20.56
C 6.16 -11.32 20.26
N 6.33 -12.25 21.20
C 6.37 -11.80 22.44
C 6.20 -11.71 18.82
C 7.46 -12.07 18.38
C 7.58 -12.39 17.00
C 6.60 -12.20 16.11
C 5.37 -11.71 16.54
C 5.11 -11.60 17.95
H 6.28 -10.13 23.85
H 5.85 -8.37 22.03
H 5.81 -9.25 19.71
H 6.57 -12.47 23.27
H 8.38 -11.98 19.02
H 8.53 -12.59 16.58
H 6.76 -12.25 15.10
H 4.68 -11.48 15.78
C 7.96 -17.44 18.85
C 6.69 -17.49 19.79
C 6.13 -18.92 20.00
C 7.06 -17.11 21.26
C 5.64 -16.57 19.18
C 5.08 -15.47 19.86
C 4.27 -14.60 19.13
Br 3.32 -13.42 20.30
C 3.94 -14.61 17.79
O 3.26 -13.70 17.19
C 4.39 -15.81 17.17
C 5.24 -16.71 17.87
C 4.04 -16.00 15.67
C 4.59 -14.85 14.83
C 4.53 -17.38 15.06
C 2.52 -16.07 15.70
H 8.76 -18.12 19.26
H 8.50 -16.46 18.92
H 7.79 -17.70 17.79
H 6.98 -19.52 20.36
H 5.71 -19.30 19.12
H 5.42 -18.87 20.80
H 7.96 -17.70 21.58
H 6.21 -17.19 21.95
H 7.45 -16.05 21.25
H 5.29 -15.19 20.88
H 5.64 -17.58 17.35
H 5.68 -14.87 14.60
H 4.49 -13.87 15.26
H 4.12 -14.73 13.87
H 5.64 -17.51 15.09
H 4.30 -17.53 14.00
H 4.12 -18.18 15.62
H 2.12 -15.23 16.29
H 2.21 -17.05 16.13
H 2.19 -15.98 14.66
I 7.10 -4.66 16.30
C 5.77 -6.18 15.94
C 4.83 -6.17 14.93
C 3.91 -7.20 14.80
C 3.84 -8.27 15.69
C 4.92 -8.38 16.62
C 5.78 -7.33 16.77
C 2.81 -9.33 15.60
O 2.06 -9.42 14.61
O 2.78 -10.18 16.56
H 4.85 -5.48 14.12
H 3.24 -7.22 13.99
H 4.98 -9.30 17.24
H 6.50 -7.33 17.56
*
```

These are the Löwdin partial charges, in e, on atoms 1 to 99: atom 1 (Sc): 0.99, atom 2 (C): -0.08, atom 3 (N): -0.20, atom 4 (C): -0.05, atom 5 (C): -0.20, atom 6 (C): -0.05, atom 7 (C): -0.11, atom 8 (C): -0.08, atom 9 (C): -0.06, atom 10 (C): -0.27, atom 11 (N): -0.08, atom 12 (C): -0.27, atom 13 (C): -0.02, atom 14 (C): -0.09, atom 15 (C): -0.11, atom 16 (C): -0.05, atom 17 (C): -0.23, atom 18 (N): -0.19, atom 19 (C): -0.04, atom 20 (C): -0.06, atom 21 (H): 0.08, atom 22 (H): 0.11, atom 23 (H): 0.06, atom 24 (H): 0.10, atom 25 (H): 0.08, atom 26 (H): 0.05, atom 27 (H): 0.12, atom 28 (H): 0.11, atom 29 (H): 0.10, atom 30 (H): 0.09, atom 31 (H): 0.09, atom 32 (H): 0.09, atom 33 (H): 0.08, atom 34 (H): 0.11, atom 35 (H): 0.04, atom 36 (H): 0.08, atom 37 (H): 0.08, atom 38 (H): 0.09, atom 39 (H): 0.08, atom 40 (H): 0.10, atom 41 (C): -0.08, atom 42 (C): -0.07, atom 43 (C): -0.04, atom 44 (C): -0.27, atom 45 (N): 0.12, atom 46 (C): -0.15, atom 47 (C): -0.25, atom 48 (C): -0.02, atom 49 (C): -0.10, atom 50 (C): -0.11, atom 51 (C): -0.14, atom 52 (C): -0.14, atom 53 (H): 0.08, atom 54 (H): 0.11, atom 55 (H): 0.11, atom 56 (H): 0.10, atom 57 (H): 0.12, atom 58 (H): 0.08, atom 59 (H): 0.08, atom 60 (H): 0.07, atom 61 (C): -0.04, atom 62 (C): -0.52, atom 63 (C): -0.05, atom 64 (C): -0.08, atom 65 (C): -0.20, atom 66 (C): -0.08, atom 67 (C): -0.49, atom 68 (Br): 0.94, atom 69 (C): -0.41, atom 70 (O): -0.20, atom 71 (C): -0.06, atom 72 (C): 0.01, atom 73 (C): -0.48, atom 74 (C): -0.04, atom 75 (C): -0.06, atom 76 (C): -0.06, atom 77 (H): 0.08, atom 78 (H): 0.09, atom 79 (H): 0.07, atom 80 (H): 0.08, atom 81 (H): 0.06, atom 82 (H): 0.07, atom 83 (H): 0.08, atom 84 (H): 0.08, atom 85 (H): 0.09, atom 86 (H): 0.08, atom 87 (H): 0.10, atom 88 (H): 0.10, atom 89 (H): 0.04, atom 90 (H): 0.07, atom 91 (H): 0.08, atom 92 (H): 0.08, atom 93 (H): 0.05, atom 94 (H): 0.06, atom 95 (H): 0.10, atom 96 (H): 0.08, atom 97 (I): 0.87, atom 98 (C): -0.78, atom 99 (C): -0.15

=====

Repeat the first record exactly.
Entry from the OMol25 dataset: an isolated molecule of C16H23N3O2S (ωB97M-V/def2-TZVPD).

gap between HOMO and LUMO: 8.6 eV
energy: -1336.4246 a.u.
molar mass: 321.45 Da
highest occupied orbital energy: -7.845 eV
SMILES: CCCCOC[C@H](O)CCc1n[nH]c(=S)n1-c1ccccc1

```
! wB97M-V def2-TZVPD RIJCOSX def2/J DEFGRID3
* xyz 0 1
C -4.10 -1.80 0.17
C -4.92 -0.63 -0.37
C -4.37 -0.05 -1.67
C -3.01 0.62 -1.51
O -3.12 1.65 -0.55
C -1.99 2.48 -0.42
C -0.84 1.74 0.30
O -1.36 0.98 1.36
C 0.19 2.73 0.84
C 1.34 2.01 1.56
C 2.24 1.33 0.59
N 3.23 1.93 0.00
N 3.76 1.03 -0.85
C 3.10 -0.16 -0.81
S 3.43 -1.51 -1.68
N 2.11 0.04 0.14
C 1.18 -0.94 0.53
C 1.05 -1.30 1.87
C 0.13 -2.26 2.23
C -0.65 -2.87 1.27
C -0.51 -2.53 -0.06
C 0.40 -1.56 -0.44
H -4.02 -2.58 -0.59
H -3.10 -1.49 0.45
H -4.59 -2.22 1.05
H -5.94 -0.96 -0.55
H -4.95 0.17 0.38
H -5.07 0.70 -2.04
H -4.28 -0.84 -2.42
H -2.26 -0.12 -1.20
H -2.68 1.04 -2.47
H -1.66 2.85 -1.40
H -2.33 3.32 0.19
H -0.35 1.07 -0.42
H -2.31 0.87 1.19
H 0.58 3.34 0.03
H -0.31 3.39 1.56
H 0.90 1.29 2.24
H 1.93 2.74 2.11
H 4.56 1.25 -1.42
H 1.69 -0.84 2.61
H 0.03 -2.53 3.27
H -1.37 -3.62 1.56
H -1.11 -3.02 -0.82
H 0.53 -1.30 -1.48
*
```

Let us look at the Löwdin charges, expressed in e, one per atom: atom 1 (C): -0.10, atom 2 (C): -0.25, atom 3 (C): -0.18, atom 4 (C): -0.21, atom 5 (O): -0.15, atom 6 (C): -0.16, atom 7 (C): -0.37, atom 8 (O): -0.01, atom 9 (C): -0.12, atom 10 (C): -0.10, atom 11 (C): -0.29, atom 12 (N): 0.12, atom 13 (N): 0.02, atom 14 (C): -0.83, atom 15 (S): 0.61, atom 16 (N): 0.05, atom 17 (C): -0.24, atom 18 (C): -0.01, atom 19 (C): -0.07, atom 20 (C): -0.08, atom 21 (C): -0.08, atom 22 (C): -0.05, atom 23 (H): 0.08, atom 24 (H): 0.04, atom 25 (H): 0.07, atom 26 (H): 0.11, atom 27 (H): 0.10, atom 28 (H): 0.11, atom 29 (H): 0.12, atom 30 (H): 0.11, atom 31 (H): 0.13, atom 32 (H): 0.14, atom 33 (H): 0.14, atom 34 (H): 0.13, atom 35 (H): 0.09, atom 36 (H): 0.13, atom 37 (H): 0.12, atom 38 (H): 0.10, atom 39 (H): 0.12, atom 40 (H): 0.15, atom 41 (H): 0.12, atom 42 (H): 0.11, atom 43 (H): 0.11, atom 44 (H): 0.11, atom 45 (H): 0.10

=====

What is the highest occupied orbital energy in the first record?
-7.845 eV